C22H60F6NO14S2Sn | ωB97M-V/def2-TZVPD

Calculated values
Electronic energy   -97736.075 eV
HOMO-LUMO gap   0.20143 Eh
Total charge   +1
Molecular weight   859.55 g mol⁻¹

Geometry as XYZ:
```
106
Properties=species:S:1:pos:R:3:lowdin_charge:R:1
Sn 1.7633 2.6908 1.8989 1.72
C 0.3471 1.3223 -2.0712 -0.66
F -0.9786 1.3267 -1.9156 0.13
F 0.5583 0.6242 -3.1689 0.16
F 0.7792 2.5603 -2.2225 0.15
S 1.1491 0.4607 -0.6022 0.59
O 1.1762 -0.9081 -0.9683 -0.23
O 2.4232 1.1443 -0.4602 -0.36
N 0.1747 0.9268 0.6756 -0.39
S -0.7538 -0.3855 0.9042 0.58
O -1.6752 -0.6722 -0.1520 -0.24
O -0.0876 -1.5142 1.4644 -0.26
C -1.8464 0.3849 2.2241 -0.66
F -2.7150 1.1807 1.6322 0.16
F -2.4552 -0.6122 2.8438 0.17
F -1.1399 1.0390 3.1635 0.10
C 2.7206 0.3962 5.5130 -0.06
C 1.4546 0.1623 4.7018 -0.30
O 1.7069 0.1394 3.2904 -0.22
H 3.5691 -0.2239 5.2285 0.08
H 2.4453 0.2057 6.5497 0.09
H 3.0531 1.4278 5.3619 0.07
H 0.6594 0.8928 4.8598 0.11
H 0.9966 -0.7741 5.0380 0.10
H 2.3660 -0.5727 3.1474 0.05
C 3.3645 -3.1474 0.5087 -0.07
C 3.0071 -2.9847 1.9613 -0.26
O 3.5752 -1.7858 2.5553 -0.10
H 3.0819 -2.2270 -0.0073 0.04
H 2.6700 -3.8591 0.0533 0.09
H 4.3901 -3.3907 0.2377 0.08
H 3.1008 -3.8919 2.5579 0.13
H 1.9527 -2.7001 1.9892 0.08
H 4.4087 -2.0461 2.9616 0.10
C 4.0925 -0.5657 -3.3469 -0.08
C 4.1198 -2.0557 -3.0125 -0.32
O 3.6277 -2.7656 -4.1132 -0.05
H 4.5856 -0.4340 -4.3160 0.09
H 4.4668 0.1751 -2.6460 0.04
H 3.0621 -0.2304 -3.5102 0.06
H 3.3794 -2.0311 -2.1993 0.08
H 5.1072 -2.3283 -2.6359 0.12
H 3.5560 -3.7073 -3.9380 0.09
C 0.2660 -3.4112 5.5381 -0.10
C -0.5167 -3.2807 4.2587 -0.32
O -0.1656 -4.3909 3.4385 -0.06
H -0.0302 -2.6315 6.2495 0.07
H 1.3434 -3.2897 5.3901 0.07
H 0.1541 -4.3573 6.0670 0.08
H -0.2772 -2.3464 3.7424 0.07
H -1.5864 -3.2119 4.4882 0.12
H -0.1393 -4.0828 2.5275 0.07
C 4.1836 2.7883 -2.2426 -0.09
C 3.5673 3.9161 -1.4772 -0.30
O 4.1385 3.9481 -0.1338 -0.13
H 5.1636 3.1116 -2.6094 0.09
H 3.5822 2.5667 -3.1238 0.09
H 4.4126 1.9044 -1.6602 0.05
H 2.4789 3.7941 -1.3597 0.07
H 3.5269 4.9247 -1.8968 0.13
H 4.1534 4.8830 0.0988 0.08
C 0.2501 -2.6298 -4.3192 -0.09
C -0.0411 -3.6012 -3.1986 -0.30
O -0.7810 -4.6815 -3.7805 -0.09
H 0.5984 -1.6708 -3.9337 0.05
H -0.5867 -2.4487 -4.9919 0.08
H 1.0652 -2.9538 -4.9713 0.07
H -0.7863 -3.0833 -2.5814 0.11
H 0.8226 -3.9892 -2.6587 0.11
H -1.0618 -5.3237 -3.1242 0.08
C -1.6700 0.7605 -6.2761 -0.10
C -1.4301 1.4392 -7.6142 -0.31
O -2.7087 1.8156 -8.1198 -0.08
H -2.1260 1.4127 -5.5300 0.07
H -0.8059 0.2889 -5.7993 0.05
H -2.3476 -0.0817 -6.4405 0.08
H -0.9978 0.7087 -8.2995 0.11
H -0.7859 2.3050 -7.4499 0.11
H -2.6930 2.7369 -8.3869 0.08
C -4.0856 3.9231 4.6643 -0.07
C -2.8966 4.1737 3.7757 -0.34
O -2.6829 5.5260 3.3945 -0.07
H -3.9756 4.0911 5.7338 0.08
H -4.5181 2.9259 4.5569 0.08
H -4.8835 4.5847 4.3127 0.08
H -2.9245 3.5678 2.8592 0.08
H -1.9746 3.7436 4.1908 0.10
H -3.0892 5.6553 2.5347 0.07
C -2.9278 3.8095 -0.4725 -0.05
C -1.5855 4.5176 -0.3298 -0.24
O -0.6358 3.5670 0.2334 -0.21
H -2.7878 2.8776 -1.0280 0.08
H -3.6077 4.4813 -0.9911 0.09
H -3.2763 3.4807 0.5049 0.06
H -1.7579 5.2920 0.4212 0.10
H -1.1242 4.9769 -1.2008 0.12
H -0.9577 2.6874 0.0020 0.01
C -5.9826 -3.3830 1.5653 -0.09
C -5.3700 -3.1158 0.2046 -0.28
O -5.2298 -1.6619 0.1004 -0.12
H -5.3910 -2.9523 2.3684 0.07
H -6.0367 -4.4583 1.7692 0.07
H -7.0256 -3.0718 1.5483 0.08
H -6.0118 -3.2914 -0.6564 0.11
H -4.3777 -3.5503 0.0867 0.11
H -4.2928 -1.4809 -0.0038 0.04
```

C22H60N5O5P | ωB97M-V/def2-TZVPD

Calculated values
Electronic energy   -50759.163 eV
HOMO-LUMO gap   0.32441 Eh
SMILES   CCN(CC[PH4])C(C)=O.COC[C@@H](C)N.COC[C@@H](C)N.COC[C@@H](C)N.COC[C@@H](C)N
Molecular weight   505.73 g mol⁻¹

Geometry as XYZ:
```
93
Properties=species:S:1:pos:R:3:lowdin_charge:R:1
C -0.0150 -4.5544 1.8542 -0.10
C -0.3736 -3.8327 0.5632 -0.21
N -1.1512 -2.6073 0.8131 -0.10
C -2.5862 -2.7324 0.4811 -0.24
C -3.3825 -3.5101 1.5227 -0.38
P -3.1002 -2.9814 3.3585 0.68
C -0.5711 -1.4261 0.3056 -0.46
C -1.0550 -0.1360 0.9279 -0.01
O 0.2912 -1.4284 -0.5518 0.07
H 0.3046 -3.8256 2.6038 0.08
H 0.7992 -5.2621 1.6999 0.06
H -0.8609 -5.1072 2.2654 0.04
H -0.9548 -4.4948 -0.0883 0.12
H 0.5219 -3.5583 0.0093 0.11
H -2.6614 -3.2262 -0.4972 0.12
H -3.0126 -1.7360 0.3498 0.11
H -4.4501 -3.3721 1.3187 0.06
H -3.1751 -4.5828 1.4261 0.06
H -2.4600 -1.7880 2.9405 -0.04
H -4.4943 -2.8790 3.5781 -0.03
H -2.4535 -4.2143 3.6389 -0.04
H -2.8741 -2.5869 4.7578 -0.10
H -1.2340 -0.2669 1.9940 0.06
H -0.3111 0.6406 0.7563 0.08
H -1.9915 0.1991 0.4747 0.08
C 1.5627 2.2922 -3.8283 -0.08
C 0.9641 1.3355 -2.8068 -0.43
C -0.4972 1.6376 -2.4588 -0.19
O -0.6952 2.7485 -1.5988 -0.22
C -0.7202 4.0149 -2.2279 -0.09
N 1.8297 1.2687 -1.6297 0.05
H 1.8054 3.2572 -3.3804 0.07
H 2.4886 1.8762 -4.2270 0.08
H 0.8802 2.4772 -4.6591 0.07
H 0.9472 0.3295 -3.2400 0.14
H -0.8969 0.7771 -1.9173 0.11
H -1.0946 1.7691 -3.3711 0.12
H -1.1782 3.9492 -3.2202 0.09
H 0.2794 4.4437 -2.3329 0.08
H -1.3175 4.6776 -1.6014 0.08
H 1.4340 0.5783 -0.9961 0.04
H 1.7710 2.1545 -1.1343 0.07
C -3.3910 3.1663 3.1424 -0.06
C -2.1742 3.0492 2.2317 -0.44
C -1.1139 4.1327 2.4606 -0.20
O -1.4502 5.4059 1.9400 -0.19
C -2.2479 6.2166 2.7767 -0.11
N -2.6114 2.9804 0.8378 0.06
H -4.0522 3.9689 2.8130 0.07
H -3.9658 2.2408 3.1138 0.07
H -3.1018 3.3623 4.1766 0.08
H -1.6770 2.1011 2.4617 0.11
H -0.2040 3.8365 1.9326 0.12
H -0.8719 4.2185 3.5289 0.12
H -1.9866 6.0737 3.8309 0.09
H -3.3160 6.0186 2.6546 0.07
H -2.0538 7.2534 2.5048 0.09
H -1.8146 2.7809 0.2360 0.04
H -2.9225 3.9097 0.5690 0.07
C 3.4573 6.4877 -7.8117 -0.07
C 3.6688 5.2175 -6.9960 -0.44
C 2.4155 4.3463 -6.8623 -0.21
O 1.4476 4.8413 -5.9566 -0.21
C 0.5546 5.8063 -6.4715 -0.10
N 4.2557 5.5715 -5.7041 0.04
H 2.9182 7.2403 -7.2349 0.06
H 4.4201 6.9170 -8.0856 0.08
H 2.8944 6.2869 -8.7250 0.08
H 4.4045 4.6000 -7.5230 0.14
H 2.7149 3.3755 -6.4596 0.11
H 1.9554 4.1744 -7.8451 0.12
H 0.3169 5.6055 -7.5217 0.09
H 0.9476 6.8230 -6.3916 0.08
H -0.3626 5.7440 -5.8862 0.08
H 4.5265 4.7318 -5.2029 0.07
H 3.5382 6.0071 -5.1319 0.07
C 1.1393 -6.3836 4.9591 -0.06
C 0.6122 -7.7498 4.5346 -0.43
C 1.2210 -8.9215 5.3120 -0.21
O 2.5470 -9.2467 4.9429 -0.19
C 3.5620 -8.4959 5.5772 -0.11
N 0.7616 -7.8891 3.0851 0.04
H 2.1407 -6.2077 4.5636 0.07
H 0.4937 -5.5980 4.5684 0.06
H 1.1786 -6.2910 6.0458 0.08
H -0.4620 -7.7741 4.7501 0.14
H 0.6328 -9.8178 5.1000 0.12
H 1.1674 -8.7331 6.3929 0.12
H 3.2916 -8.2628 6.6127 0.09
H 3.7767 -7.5601 5.0551 0.07
H 4.4634 -9.1071 5.5787 0.09
H 0.2977 -8.7348 2.7694 0.07
H 1.7460 -8.0358 2.8789 0.07
```